No. 1
C57H93BNO19PS | ωB97M-V/def2-TZVPD

```
! wB97M-V def2-TZVPD RIJCOSX def2/J DEFGRID3
* xyz 0 1
H -1.08 -4.95 1.67
N -1.50 -4.04 1.90
C -1.44 -3.24 0.90
C -0.82 -3.79 -0.44
C -1.99 -1.80 1.10
C -0.91 -0.67 1.08
C -1.10 0.45 0.13
S -2.52 0.52 -1.03
C -0.15 1.60 0.05
C -0.40 2.76 -0.98
C 0.21 2.44 -2.41
C -0.23 3.47 -3.52
C 0.09 4.98 -3.19
O -1.00 5.78 -3.69
C -1.57 6.64 -2.69
C 0.99 1.58 0.95
C 1.21 0.45 1.90
C 0.28 -0.68 1.98
C 0.54 -1.87 2.97
C -0.58 -1.83 4.08
O -0.96 -2.82 4.64
O -1.10 -0.56 4.42
C 2.51 0.54 2.77
O 2.52 0.26 3.95
C 3.77 1.05 1.99
C 5.10 0.45 2.13
B 5.35 -0.79 3.15
O 5.65 -0.44 4.47
O 5.23 -2.15 2.78
C 6.23 0.98 1.33
C 7.68 0.43 1.46
C 8.16 -0.49 0.25
C 7.05 -0.86 -0.79
O 9.35 0.08 -0.33
C 6.00 2.09 0.36
C 7.16 2.70 -0.52
C 6.99 2.46 -2.08
C 7.41 3.75 -2.91
O 8.52 3.54 -3.79
C 4.65 2.71 0.21
P 4.20 4.08 -0.97
O 4.39 5.38 -0.22
C 3.55 2.17 1.04
C 2.08 2.71 0.95
O 1.82 3.89 0.91
H -1.64 -3.98 -1.18
H -0.04 -3.11 -0.88
H -0.30 -4.77 -0.26
H -2.83 -1.65 0.38
H -2.46 -1.77 2.14
H -2.01 0.51 -2.30
H -1.49 3.03 -1.04
H 0.10 3.72 -0.64
H 1.33 2.41 -2.41
H -0.17 1.43 -2.72
H 0.35 3.22 -4.46
H -1.31 3.35 -3.82
H 0.34 5.19 -2.12
H 1.00 5.29 -3.79
H -2.68 6.65 -2.87
H -1.43 6.28 -1.64
H -1.21 7.71 -2.81
H 0.60 -2.86 2.44
H 1.52 -1.77 3.52
H -0.37 -0.14 4.93
H 5.57 -1.21 5.05
H 5.89 -2.29 2.07
H 7.89 -0.12 2.41
H 8.36 1.33 1.46
H 8.50 -1.47 0.71
H 7.55 -1.51 -1.57
H 6.27 -1.52 -0.33
H 6.62 0.01 -1.34
H 9.18 0.36 -1.25
H 8.17 2.33 -0.21
H 7.11 3.81 -0.34
H 5.92 2.16 -2.29
H 7.69 1.63 -2.39
H 7.58 4.65 -2.24
H 6.51 4.02 -3.53
H 9.27 3.99 -3.36
H 4.86 4.03 -2.22
H 2.79 3.98 -1.26
C 5.04 2.75 -5.87
C 3.81 3.55 -6.17
C 3.36 3.63 -7.61
O 3.20 4.11 -5.29
H 5.23 2.79 -4.80
H 4.90 1.71 -6.16
H 5.90 3.17 -6.39
H 3.14 2.63 -7.99
H 4.14 4.09 -8.22
H 2.46 4.24 -7.68
C -3.90 -8.52 2.28
C -3.43 -7.34 1.47
C -4.20 -6.05 1.60
O -2.46 -7.41 0.74
H -3.26 -9.37 2.08
H -3.86 -8.28 3.34
H -4.92 -8.78 1.99
H -4.17 -5.71 2.63
H -5.23 -6.20 1.28
H -3.74 -5.30 0.96
C -4.38 2.27 2.06
C -3.92 3.45 1.24
C -4.71 4.73 1.36
O -2.95 3.37 0.51
H -3.71 1.42 1.88
H -4.34 2.52 3.12
H -5.39 1.99 1.78
H -4.69 5.08 2.39
H -5.74 4.55 1.04
H -4.27 5.49 0.71
C -4.61 5.15 -5.20
C -5.19 6.54 -5.12
C -6.53 6.78 -5.76
O -4.59 7.44 -4.56
H -3.64 5.13 -4.70
H -5.28 4.44 -4.71
H -4.47 4.87 -6.25
H -7.28 6.14 -5.29
H -6.48 6.57 -6.83
H -6.82 7.82 -5.62
C -2.47 -11.11 5.81
C -3.65 -10.19 5.64
C -4.05 -9.35 6.82
O -4.25 -10.13 4.59
H -2.29 -11.66 4.88
H -1.57 -10.53 6.06
H -2.67 -11.84 6.61
H -3.23 -8.69 7.11
H -4.33 -10.00 7.66
H -4.91 -8.74 6.55
C -5.02 10.53 -8.17
C -6.34 10.45 -7.44
C -6.95 11.74 -6.96
O -6.89 9.39 -7.25
H -4.71 9.53 -8.46
H -5.14 11.13 -9.07
H -4.26 10.97 -7.52
H -7.14 12.40 -7.81
H -6.27 12.23 -6.26
H -7.89 11.54 -6.45
C -8.17 -2.71 2.11
C -6.96 -3.59 2.32
C -6.20 -3.42 3.61
O -6.62 -4.40 1.49
H -8.62 -2.94 1.14
H -8.90 -2.89 2.89
H -7.86 -1.66 2.11
H -6.85 -3.63 4.46
H -5.81 -2.40 3.68
H -5.36 -4.12 3.63
C 2.73 -7.69 1.12
C 1.37 -7.28 0.60
C 0.56 -8.33 -0.11
O 0.95 -6.15 0.75
H 3.20 -6.84 1.61
H 2.62 -8.50 1.85
H 3.36 -8.01 0.29
H 0.35 -9.16 0.56
H 1.09 -8.68 -1.00
H -0.39 -7.89 -0.43
C 1.09 -4.80 6.54
C 2.25 -4.94 7.49
C 3.33 -3.88 7.42
O 2.33 -5.86 8.27
H 0.40 -5.63 6.70
H 0.56 -3.86 6.74
H 1.44 -4.83 5.51
H 2.90 -2.90 7.65
H 3.78 -3.87 6.43
H 4.10 -4.11 8.15
*
```

Values from the calculation:
Frontier orbital gap   7.9009 eV
Energy relative to the best compared isomer or geometry (same formula, charge and spin)   365.0 kJ/mol
SMILES   [H]/N=C(\C)Cc1c(S)c(CCCCOC)c2c(c1CC(=O)O)C(=O)c1c(B(O)O)c(C[C@@H](C)O)c(CCCO)c([PH2]=O)c1C2=O.CC(C)=O.CC(C)=O.CC(C)=O.CC(C)=O.CC(C)=O.CC(C)=O.CC(C)=O.CC(C)=O.CC(C)=O
LUMO energy   -0.74 eV


No. 2
C24H19BClF4IN6NaO2 | ωB97M-V/def2-TZVPD

```
! wB97M-V def2-TZVPD RIJCOSX def2/J DEFGRID3
* xyz -1 1
Na -0.35 -0.17 0.92
Cl -2.52 -4.82 -3.97
C -1.68 -4.02 -2.68
C -0.99 -4.75 -1.78
C -0.39 -4.16 -0.68
I 0.64 -5.24 0.73
C -0.46 -2.80 -0.41
O 0.08 -2.17 0.56
C -1.26 -2.02 -1.35
N -1.34 -0.70 -1.05
C -2.09 0.12 -1.80
C -2.80 -0.39 -2.87
C -2.67 -1.72 -3.26
C -1.89 -2.61 -2.46
H -0.95 -5.84 -1.80
H -2.10 1.13 -1.49
H -3.41 0.31 -3.46
H -3.27 -2.06 -4.11
C 4.20 -1.01 0.39
C 4.38 -1.64 1.62
C 3.46 -1.39 2.68
C 2.39 -0.57 2.42
N 2.17 -0.02 1.21
C 3.05 -0.26 0.23
C 1.35 -0.23 3.44
C 1.16 -0.95 4.57
C 0.12 -0.59 5.47
C -0.63 0.55 5.21
C -0.37 1.19 4.01
N 0.62 0.84 3.16
H 4.92 -1.20 -0.47
H 5.22 -2.31 1.78
H 3.64 -1.83 3.64
H 2.83 0.14 -0.73
H 1.65 -1.92 4.77
H -0.07 -1.13 6.36
H -1.48 0.92 5.78
H -0.90 2.08 3.68
C -0.53 1.94 -4.51
N -0.06 2.49 -3.24
C -0.87 3.14 -2.40
C -0.51 3.46 -1.13
C 0.78 3.09 -0.69
N 1.65 2.53 -1.51
C 1.25 2.16 -2.79
O 2.00 1.57 -3.58
N 1.24 3.35 0.59
H -1.38 2.55 -4.84
H -0.88 0.93 -4.33
H 0.27 1.96 -5.19
H -1.95 3.34 -2.77
H -1.23 3.82 -0.36
H 0.50 3.20 1.30
H 2.09 2.89 0.79
F -3.27 2.24 0.17
B -2.56 1.76 1.32
F -1.19 1.92 0.98
F -2.86 0.40 1.47
F -2.77 2.51 2.45
*
```

Values from the calculation:
Frontier orbital gap   6.3929 eV
Energy relative to the best compared isomer or geometry (same formula, charge and spin)   15.9 kJ/mol
LUMO energy   2.02 eV


No. 3
C4H8O2 | ωB97M-V/def2-TZVPD

```
! wB97M-V def2-TZVPD RIJCOSX def2/J DEFGRID3
* xyz 0 1
C 1.59 0.09 -0.19
C 0.19 -0.15 0.42
O 0.32 -0.66 1.72
C -0.83 -0.74 -0.85
O -1.19 0.62 -1.04
C -0.80 1.00 0.26
H 1.32 -0.32 -1.14
H 2.40 -0.52 0.25
H 1.93 1.12 -0.32
H -0.57 -0.82 2.05
H -1.70 -1.36 -0.55
H -0.55 -1.13 -1.87
H -1.61 0.83 0.99
H -0.49 2.05 0.28
*
```

Values from the calculation:
Frontier orbital gap   10.5544 eV
Energy relative to the best compared isomer or geometry (same formula, charge and spin)   282.4 kJ/mol
SMILES   CC1(O)COC1
LUMO energy   0.86 eV


No. 4
C5H6F5NP2 | ωB97M-V/def2-TZVPD

```
! wB97M-V def2-TZVPD RIJCOSX def2/J DEFGRID3
* xyz 0 1
C 1.86 0.86 0.45
N 1.01 -0.23 0.08
C 1.76 -1.52 -0.19
C -0.38 -0.27 0.10
P -1.33 1.38 0.21
C -0.50 2.85 -0.16
F -1.35 3.86 -0.10
F 0.54 3.17 -0.91
P -0.99 -1.99 0.25
C -2.79 -1.62 -0.05
F -3.60 -1.52 1.05
F -3.12 -0.57 -0.85
F -3.31 -2.72 -0.73
H 1.27 1.83 0.74
H 2.73 0.73 1.22
H 2.44 1.27 -0.32
H 1.17 -2.03 -0.96
H 2.75 -1.29 -0.50
H 1.86 -2.19 0.65
*
```

Values from the calculation:
Frontier orbital gap (alpha / beta)   7.1977 / 7.2006 eV
Energy relative to the best compared isomer or geometry (same formula, charge and spin)   177.5 kJ/mol
SMILES   CN(C)/C(P=C(F)F)=P/C(F)(F)F
LUMO energy (alpha / beta)   -1.05 / -1.05 eV


Listing total energy for the structures above in their given order: -4476.34573, -2749.95570, -307.60488, -1430.77470 hartree.